This record from the Open Molecules 2025 dataset describes a cluster of 2 separate species, CH6N2O in total. The level of theory is ωB97M-V/def2-TZVPD.

Last column: natural (NBO) charge in e.
Positions of all 10 atoms, in Å:
H: -0.523 0.601 -1.402  0.3037
N: -1.386 0.090 -1.202  -0.6901
C: -1.390 -0.177 0.046  0.2843
N: -0.530 0.368 0.982  -0.8286
H: -2.040 -0.951 0.446  0.1616
H: 0.419 0.546 0.688  0.3873
H: -0.539 -0.064 1.894  0.3800
O: 2.417 -0.248 0.081  -0.9428
H: 1.951 0.092 -0.691  0.4650
H: 3.256 -0.545 -0.293  0.4796

Values from the calculation:
* charge: 0
* energy relative to the best compared isomer or geometry (same formula, charge and spin): 88.3 kJ/mol
* E: -6161.5808 eV
* SMILES: [H]/N=C\N.O
* max |F|: 0.99 eV/A
* highest occupied orbital energy: -0.347 Eh
* molar mass: 62.1 g mol⁻¹